Formula: C81H70ClF6N5O14SSi2
Source: OMol25
Level of theory: ωB97M-V with the def2-TZVPD basis set

```
180
Properties=species:S:1:pos:R:3:forces:R:3:lowdin_charge:R:1
C -3.323234 -5.252469 -3.413274 -0.1313 0.8907 -1.3400 -0.1257
C -2.213456 -4.143578 -3.993311 1.8869 2.1333 -0.9863 -0.1929
C -0.877032 -4.642177 -4.786074 -0.8095 4.5098 0.4235 -0.0411
C 0.136666 -3.504303 -5.371988 -4.1765 0.3416 2.6538 -0.0449
C -0.223340 -1.925741 -5.096252 -1.2914 -1.0632 0.9443 -0.0509
C -1.491143 -1.315369 -4.282136 1.1008 -6.7196 -0.6592 -0.1329
C -2.025685 0.137211 -3.948282 -2.3716 -1.0765 0.9701 -0.1396
C -1.292423 1.522664 -3.747134 2.3119 1.5355 -2.7834 -0.3062
C -0.984605 2.113811 -5.291210 0.7073 0.8659 -0.0354 -0.0107
C 0.140088 1.412686 -6.169080 -0.7654 -4.2964 -6.6835 -0.2406
O -0.265045 0.632484 -7.212463 2.2964 4.9670 6.7899 -0.0300
O 1.627877 1.533037 -6.070281 -3.3500 1.5196 -0.4026 -0.0472
N -2.181553 2.655360 -3.299984 2.5238 1.5111 2.3458 -0.0659
Si -3.887927 2.657875 -3.300276 -5.4602 0.2143 -0.5207 0.4787
C -4.822158 1.356498 -2.156154 0.4195 -1.2393 0.1839 -0.2075
C -4.664849 2.343373 -5.080219 -0.1141 0.2756 -0.8391 -0.2081
C -4.713924 4.325361 -2.722936 -0.4365 1.7301 -0.2824 -0.2122
C -1.566476 3.659270 -2.383528 0.3289 -0.9545 -0.9578 -0.0852
N -1.412751 4.954320 -2.811143 -0.2961 -2.7962 1.2745 0.0176
N -0.816608 5.917527 -1.961691 -0.7973 1.0724 0.4144 0.1025
C -1.731504 5.571243 -4.145286 -1.3984 4.5717 -9.6766 -0.4040
O -0.644993 5.818860 -4.934689 -4.3114 -2.2310 5.3993 -0.0963
O -2.989698 6.072277 -4.679936 6.0975 -3.7300 4.8715 -0.1493
N -1.116731 3.037876 -1.101498 -0.7585 1.3054 -2.3928 -0.0640
C -1.361220 3.712510 0.157265 -1.2022 2.7922 2.9949 -0.1848
C -2.935532 4.258886 0.364142 0.1826 -1.2303 1.4939 -0.2233
N -3.075122 5.749914 0.149103 -0.1349 -0.4745 1.3622 -0.0521
C -0.137728 1.921361 -1.213169 -0.0132 2.4280 -1.7099 -0.3712
Si 1.530349 2.647346 -0.462545 2.7466 0.8662 1.5054 0.5386
C 3.160904 1.797601 -0.948156 1.7899 -0.1278 -0.7804 -0.2343
C 1.536073 2.665239 1.488947 0.3332 0.7245 1.1558 -0.1983
C 1.829375 4.517719 -0.927303 0.5219 1.2752 -0.4546 -0.1987
S -0.464284 0.352119 -0.246677 4.8202 -9.5676 -4.4131 0.8956
O 0.965274 -0.190628 0.167892 -4.9085 3.6030 0.0745 -0.3586
O -0.942705 -0.866287 -1.143910 -0.2262 5.3748 2.7824 -0.3439
C -1.650786 0.333627 1.164393 -5.4219 -2.1386 2.1119 -0.2066
F -2.264770 -1.061098 1.196576 2.5468 4.3964 -0.4280 0.0059
F -2.905379 1.159565 0.978479 4.4545 -1.9838 0.6394 0.0000
C -1.068646 0.437034 2.689799 -0.4346 -0.7053 4.6199 -0.1591
F -0.912609 1.783034 3.260562 -0.3770 -4.4133 -2.3966 0.0500
F 0.140343 -0.357777 2.986498 -4.1991 3.0270 -1.4719 0.0581
F -2.145236 -0.198895 3.549791 3.5200 2.5403 -3.5042 -0.0156
C 0.090182 1.634855 -2.858246 2.1374 -1.3288 -0.5815 -0.4174
F 1.050652 2.687488 -3.397986 -3.3085 -1.5063 1.7904 -0.1067
Cl 1.283793 0.182417 -3.113096 -2.1361 1.5400 0.5185 0.7797
C -2.507210 -2.561701 -3.759049 2.4212 -0.9773 -1.3305 0.0175
H -3.157425 -6.326125 -3.902252 -0.0627 2.4079 1.3100 0.0827
H -3.343392 -5.268696 -2.243817 0.1439 -0.0871 -2.3350 0.0776
H -4.386831 -4.900711 -3.826279 2.2888 -0.7158 1.0973 0.0828
H -0.694076 -5.788392 -4.931655 -0.3294 2.5064 0.2804 0.0859
H 1.091267 -3.865615 -5.952825 -2.1007 1.1676 1.2770 0.0890
H 0.549642 -1.152118 -5.500565 -1.5988 -1.7400 0.7240 0.0494
H -2.803357 0.286910 -4.852476 1.5531 0.1240 2.2984 0.1394
H -2.606857 -0.041223 -2.912741 1.0170 0.3155 -2.5004 0.1071
H -0.703917 3.240288 -5.172265 -0.2829 -1.9930 -0.2276 0.1241
H -2.013949 2.095118 -5.895694 2.5057 -0.3210 1.3714 0.1391
H 1.901332 2.289634 -6.683619 -0.7001 -1.4171 1.0727 0.1398
H -4.018522 0.857067 -1.433795 -1.9958 0.7790 -1.2487 0.0294
H -5.295531 0.526381 -2.861962 1.0920 1.5354 1.6220 0.0551
H -5.699302 1.833150 -1.548364 1.8118 -0.8413 -1.0561 0.0452
H -4.745774 1.188601 -5.285200 0.1897 2.2881 0.0512 0.0382
H -5.760579 2.810304 -5.147071 2.3753 -1.0701 0.3746 0.0694
H -4.033167 2.925069 -5.899185 -1.3426 -1.4063 1.4962 0.0556
H -5.153215 4.877677 -3.685963 1.2252 -1.1634 2.0700 0.0648
H -5.643037 4.167406 -2.011503 2.0417 0.0397 -1.2593 0.0557
H -3.974285 5.082990 -2.232357 -1.6008 -1.2042 -0.8211 0.0115
H -0.025162 6.377805 -2.461990 -0.8679 -0.7848 -0.0128 0.1216
H -1.571144 6.647673 -1.844322 0.9757 -0.9200 0.0372 0.1283
H -0.724841 4.704135 0.363013 -0.9902 -2.2961 -0.7594 0.1187
H -1.185509 3.050425 1.103223 -0.0962 0.7634 -2.2173 0.0986
H -3.237998 4.074576 1.505433 0.8848 -0.1716 -2.3592 0.1313
H -3.663398 3.590608 -0.260163 1.2808 1.5691 0.8461 0.1018
H -4.009398 5.993923 0.585193 1.3701 -0.2224 -0.8735 0.0949
H -2.375293 6.204727 0.808172 -1.0918 -0.7258 -1.0851 0.0884
H 3.307591 0.689249 -0.593520 -0.4625 2.1416 -0.9648 0.0584
H 3.313520 1.932619 -2.118648 -0.2025 -0.6094 2.4486 0.0519
H 4.057924 2.411991 -0.455201 -2.0290 -1.1784 -0.8932 0.0590
H 1.454193 1.608200 1.977146 0.0122 2.0859 -0.8174 0.0333
H 2.618130 3.075515 1.782916 -2.2136 -0.8881 -0.7752 0.0786
H 0.781806 3.465281 1.943311 1.5737 -1.9378 -0.7689 0.0496
H 1.563798 4.782711 -2.033761 0.4847 -0.4853 2.0715 0.0374
H 1.299746 5.273745 -0.208083 0.8911 -1.4377 -1.4254 0.0396
H 2.998535 4.730032 -0.815744 -2.4717 -0.6830 -0.1866 0.0755
H -3.511326 -2.299889 -3.166158 2.4657 -0.5285 -1.4026 0.1056
C 0.411433 1.612228 -16.171987 -0.0973 -0.0119 0.3583 -0.0610
C -0.389938 0.625036 -16.744927 -0.2127 -0.1193 0.3037 -0.0609
C -1.299902 -0.080612 -15.956069 0.2154 0.1609 -0.2211 0.0041
C -1.400487 0.193355 -14.586654 0.3142 0.1319 -0.5619 -0.0862
C -0.581882 1.163211 -14.009247 0.2580 0.1204 -0.6045 -0.0849
C 0.318260 1.882661 -14.806017 0.0207 -0.0808 -0.3156 0.0048
C -0.644302 1.425872 -12.556943 0.8130 0.9947 0.6841 -0.2782
O 0.071925 2.280145 -12.049538 -0.3913 -0.4819 -0.3324 0.0968
C -1.575381 0.638584 -11.724268 -0.2273 -0.1472 0.6234 -0.0838
C -1.603450 0.836795 -10.337628 -0.2017 -0.1395 0.1843 0.0118
C -2.490475 0.105895 -9.544350 0.1114 0.1527 -0.2607 -0.0542
C -3.356177 -0.815645 -10.132736 0.1171 0.0606 -0.3974 -0.0534
C -3.326456 -1.019164 -11.513149 0.0063 0.0320 0.2940 0.0037
C -2.427143 -0.297313 -12.309078 -0.2727 -0.1631 0.5137 -0.0893
C -2.378433 -0.545555 -13.763505 -0.9513 -1.0115 -0.5224 -0.2796
O -3.135708 -1.358638 -14.280829 0.4626 0.4834 0.2670 0.0925
H 1.114094 2.168588 -16.788472 -0.1259 -0.0936 0.1322 0.1064
H -0.308261 0.405495 -17.807148 -0.0353 0.0336 0.1982 0.1063
H -1.925967 -0.846296 -16.411225 0.0668 0.1738 0.2795 0.1208
H 0.950902 2.650806 -14.364703 -0.2245 -0.2364 0.0610 0.1208
H -0.933087 1.556662 -9.870713 -0.1161 -0.1740 -0.2467 0.1160
H -2.506947 0.257611 -8.467231 0.1115 -0.0240 -0.2300 0.0915
H -4.052290 -1.379901 -9.515923 0.1293 0.0921 -0.1278 0.1070
H -4.001884 -1.743830 -11.964855 0.2538 0.2141 -0.0562 0.1199
C -1.967918 -1.387564 5.923094 -0.1109 0.0134 0.2638 -0.0508
C -1.630680 -2.292759 6.929027 -0.3292 0.0726 0.3032 -0.0433
C -2.435378 -2.407413 8.063744 0.2140 -0.0223 -0.2373 -0.0004
C -3.575038 -1.605303 8.198899 0.4853 -0.1378 -0.3086 -0.0859
C -3.898508 -0.682954 7.204530 0.5079 -0.2019 -0.3363 -0.0784
C -3.099420 -0.581883 6.058253 0.1656 -0.1359 0.0827 0.0099
C -5.070323 0.203015 7.359406 -0.2904 0.9172 -1.0542 -0.2775
O -5.357194 1.011043 6.484751 0.1509 -0.4326 0.4959 0.0962
C -5.885654 0.107231 8.586655 -0.5122 0.2365 0.3882 -0.0860
C -6.965148 0.980703 8.772620 -0.1983 -0.0177 0.2833 0.0061
C -7.749567 0.888043 9.924322 0.2815 -0.0672 -0.2895 -0.0575
C -7.464965 -0.080454 10.886555 0.3012 -0.1712 -0.1434 -0.0577
C -6.386804 -0.948211 10.706525 -0.2363 0.2132 0.0401 0.0064
C -5.589756 -0.847389 9.558534 -0.5171 0.1890 0.3629 -0.0859
C -4.430160 -1.746113 9.394257 0.3382 -1.0291 0.9875 -0.2785
O -4.176547 -2.594521 10.241652 -0.1241 0.5209 -0.4532 0.0906
H -1.345928 -1.304686 5.034510 -0.1688 -0.1719 0.5207 0.0880
H -0.741739 -2.911670 6.829460 -0.1655 0.0920 0.0344 0.1103
H -2.168780 -3.119948 8.842600 -0.2220 0.1921 -0.1072 0.1127
H -3.353370 0.126338 5.271505 -0.1202 -0.1632 0.4786 0.1092
H -7.196054 1.737609 8.024703 0.1911 -0.2686 0.0803 0.1211
H -8.584107 1.570714 10.069155 0.1633 -0.1267 -0.0506 0.1079
H -8.080228 -0.157615 11.780374 0.1295 -0.0007 -0.1667 0.1081
H -6.167703 -1.698599 11.464349 0.0924 0.1371 -0.2913 0.1214
C 5.042819 -8.093646 11.577994 -0.2960 0.1974 0.0950 -0.0578
C 5.479711 -7.447108 10.422088 -0.2488 0.2953 -0.0286 -0.0582
C 4.807147 -6.315323 9.958422 0.1836 -0.2732 0.0901 0.0048
C 3.686093 -5.835164 10.646285 0.4454 -0.4465 -0.0469 -0.0869
C 3.234686 -6.496062 11.788028 0.4907 -0.4193 -0.0538 -0.0852
C 3.921611 -7.621406 12.261784 0.2451 -0.1031 -0.1674 0.0067
C 2.024130 -6.027827 12.493283 -0.4735 -0.6997 1.2141 -0.2783
O 1.628989 -6.605701 13.498345 0.2410 0.3439 -0.6021 0.0980
C 1.292246 -4.859303 11.965098 -0.5320 0.4115 0.0191 -0.0857
C 0.110647 -4.439897 12.590210 -0.1707 0.2803 -0.1181 0.0107
C -0.580549 -3.327566 12.105147 0.2483 -0.2880 0.0909 -0.0483
C -0.090287 -2.627108 11.003386 0.3170 -0.1846 -0.0895 -0.0640
C 1.083528 -3.046039 10.375297 -0.2905 0.0752 0.1366 0.0049
C 1.770694 -4.170457 10.851553 -0.4681 0.4101 0.0268 -0.0869
C 2.991704 -4.626885 10.158612 0.5011 0.7398 -1.1686 -0.2794
O 3.420732 -4.014592 9.187414 -0.2599 -0.3665 0.5554 0.0921
H 5.572425 -8.970265 11.944575 -0.1150 0.1660 -0.0544 0.1079
H 6.346000 -7.822719 9.882049 -0.1605 0.0903 0.0949 0.1076
H 5.157044 -5.812671 9.058249 -0.2129 0.0062 0.2585 0.1208
H 3.583092 -8.134471 13.160231 -0.0628 0.2408 -0.2174 0.1218
H -0.277208 -4.979324 13.452876 0.2514 0.0326 -0.2240 0.1224
H -1.500652 -3.006767 12.588852 0.1693 -0.0823 -0.1079 0.1108
H -0.624586 -1.756282 10.629751 0.0985 -0.1589 0.0581 0.1064
H 1.457592 -2.497136 9.512646 0.0477 -0.2524 0.1967 0.1201
C 10.198851 2.648618 -0.820379 -0.2894 -0.1563 0.1590 -0.0576
C 11.237008 1.755277 -0.557361 -0.1897 -0.2804 0.1839 -0.0563
C 10.980679 0.571512 0.136371 0.0856 0.2716 -0.1668 0.0073
C 9.683645 0.285470 0.579488 0.3930 0.4175 -0.2859 -0.0854
C 8.650589 1.190226 0.337944 0.3848 0.3810 -0.3131 -0.0846
C 8.906407 2.369432 -0.373912 0.3011 0.0562 -0.0831 0.0056
C 7.288818 0.922326 0.843793 -0.9833 0.8623 -0.2481 -0.2735
O 6.380016 1.714890 0.628971 0.4380 -0.3715 0.1189 0.0793
C 7.040310 -0.309355 1.619219 -0.4224 -0.3568 0.3575 -0.0843
C 5.767577 -0.547738 2.154164 -0.0623 -0.2936 0.1797 0.0068
C 5.520495 -1.716544 2.877461 0.1610 0.2952 -0.2233 -0.0539
C 6.538072 -2.652506 3.060185 0.2900 0.1641 -0.1786 -0.0545
C 7.808386 -2.414988 2.533182 -0.2874 -0.0345 0.1216 0.0082
C 8.062224 -1.236155 1.819564 -0.4003 -0.3999 0.3260 -0.0851
C 9.418396 -0.977453 1.296852 1.1341 -1.0409 0.2178 -0.2774
O 10.314496 -1.797367 1.460973 -0.5786 0.5343 -0.1018 0.0979
H 10.396768 3.566832 -1.369045 -0.0573 -0.1711 0.1055 0.1080
H 12.246775 1.978947 -0.894296 -0.1890 -0.0639 0.0637 0.1083
H 11.795086 -0.123658 0.333543 -0.3308 0.0550 0.0199 0.1222
H 8.102126 3.074045 -0.578098 0.0908 -0.2774 0.1470 0.1204
H 4.966725 0.176425 2.013343 0.2996 -0.0851 -0.0781 0.1157
H 4.532918 -1.897180 3.296430 0.1814 0.0503 -0.0976 0.1081
H 6.343951 -3.566441 3.617372 0.0533 0.1751 -0.1099 0.1090
H 8.599180 -3.147971 2.684054 -0.0810 0.3030 -0.1262 0.1222
```
Positions in Å, forces in eV/Å.

Kohn-Sham gap   6.3 eV
Calculated total energy   -6491.556454 Eh
2S+1   1
LUMO energy   -2.053 eV